(1)
# C3H7NO2

C3H7NO2 in the gas phase at a distorted geometry (ωB97M-V with the def2-TZVPD basis set, the OMol25 dataset).

Properties
* structure (SMILES): [H]/N=C\OCCO
* 2S+1: 1
* energy: -8807.0588 eV
* frontier orbital gap: 10.6 eV
* ΔE to the lowest compared entry with this formula, charge and spin: 334.8 kJ/mol
* charge: 0

Last column: Löwdin charge in e.
Positions of all 13 atoms, in Å:
H  -0.791  1.286  0.891  0.041
N  -1.619  0.804  0.542  0.057
C  -1.415  0.634  -0.713  -0.271
O  -0.317  0.273  -1.365  -0.033
C  0.854  -0.242  -0.673  -0.109
C  1.066  0.358  0.720  -0.292
O  0.370  -0.425  1.640  -0.118
H  -2.194  0.918  -1.417  0.130
H  1.670  -0.049  -1.368  0.125
H  0.711  -1.327  -0.565  0.137
H  0.664  1.397  0.713  0.110
H  2.128  0.544  0.929  0.129
H  -0.636  -0.252  1.297  0.092

(2)
# C15H22N2O2

C15H22N2O2 in the gas phase (ωB97M-V with the def2-TZVPD basis set, the OMol25 dataset).

Properties
* structure (SMILES): CN(C)CCC(=O)NC[C@@H]1OCCc2ccccc21
* 2S+1: 1
* energy: -22987.5657 eV
* frontier orbital gap: 9.7 eV
* ΔE to the lowest compared entry with this formula, charge and spin: 63.3 kJ/mol
* charge: 0

Last column: Löwdin charge in e.
Positions of all 41 atoms, in Å:
C  -3.640  -0.916  -0.575  -0.088
N  -2.574  0.029  -0.297  -0.311
C  -3.002  1.382  -0.597  -0.092
C  -2.086  -0.059  1.077  -0.201
C  -1.468  -1.408  1.441  -0.077
C  -0.264  -1.852  0.619  -0.488
O  0.530  -2.664  1.060  0.036
N  -0.181  -1.319  -0.611  0.078
C  0.896  -1.604  -1.524  -0.079
C  2.073  -0.567  -1.503  -0.253
O  3.276  -1.159  -1.075  -0.090
C  3.330  -1.368  0.324  -0.181
C  3.331  -0.038  1.077  -0.098
C  2.262  0.877  0.553  -0.159
C  1.869  1.993  1.284  -0.035
C  0.950  2.889  0.773  -0.089
C  0.412  2.679  -0.487  -0.108
C  0.774  1.559  -1.210  -0.040
C  1.697  0.654  -0.699  -0.126
H  -4.493  -0.801  0.109  0.093
H  -3.991  -0.760  -1.594  0.086
H  -3.261  -1.933  -0.501  0.080
H  -3.867  1.694  0.006  0.091
H  -3.272  1.444  -1.651  0.088
H  -2.179  2.067  -0.405  0.059
H  -1.324  0.718  1.197  0.117
H  -2.900  0.152  1.794  0.126
H  -1.141  -1.368  2.482  0.125
H  -2.212  -2.206  1.381  0.114
H  -0.896  -0.646  -0.875  0.103
H  1.315  -2.579  -1.259  0.132
H  0.482  -1.662  -2.533  0.123
H  2.281  -0.266  -2.537  0.154
H  2.488  -1.985  0.658  0.097
H  4.259  -1.915  0.499  0.129
H  4.298  0.458  0.942  0.127
H  3.191  -0.218  2.145  0.124
H  2.301  2.159  2.260  0.113
H  0.662  3.756  1.349  0.101
H  -0.279  3.395  -0.907  0.100
H  0.352  1.388  -2.191  0.122

(3)
# C23H26N4O2SV

A molecular structure, C23H26N4O2SV at a distorted geometry (ωB97M-V with the def2-TZVPD basis set, the OMol25 dataset).

Properties
* 2S+1: 4
* energy: -70850.2075 eV
* frontier orbital gap (alpha / beta): 5.9 / 7.4 eV
* ΔE to the lowest compared entry with this formula, charge and spin: 106.6 kJ/mol
* charge: 0

Last column: Löwdin charge in e.
Positions of all 57 atoms, in Å:
V  -0.007  0.021  0.148  0.560
O  -2.833  2.752  -1.086  0.077
C  -1.999  2.089  -0.452  -0.426
N  -0.867  1.473  -0.942  -0.001
C  -0.356  1.799  -2.142  -0.444
O  -0.700  2.661  -2.952  0.074
C  0.822  0.910  -2.500  -0.154
C  1.271  0.892  -3.813  0.016
C  2.336  0.075  -4.082  -0.037
C  3.055  -0.572  -3.035  -0.045
C  2.523  -0.523  -1.768  -0.119
N  1.307  0.055  -1.560  0.025
C  -2.011  2.021  1.019  -0.144
C  -2.896  2.770  1.770  0.016
C  -2.776  2.772  3.139  -0.041
C  -1.723  2.048  3.691  -0.048
C  -0.911  1.318  2.883  -0.194
N  -1.106  1.166  1.587  0.017
H  0.768  1.438  -4.530  0.102
H  2.725  -0.027  -5.086  0.107
H  3.937  -1.175  -3.246  0.106
H  2.989  -1.033  -0.929  0.100
H  -3.638  3.382  1.281  0.126
H  -3.460  3.351  3.694  0.099
H  -1.536  2.117  4.786  0.125
H  0.000  0.846  3.206  0.087
C  -1.134  -1.902  2.282  -0.057
N  0.036  -1.746  1.358  -0.347
C  1.331  -1.790  2.089  -0.093
C  0.091  -2.848  0.326  -0.164
C  -0.896  -2.478  -0.728  -0.237
C  -1.510  -3.498  -1.555  -0.051
C  -2.697  -3.228  -2.169  -0.123
C  -3.197  -1.929  -2.169  -0.099
C  -2.514  -0.900  -1.523  -0.099
C  -1.319  -1.127  -0.869  -0.189
H  -1.112  -2.901  2.826  0.106
H  -2.053  -1.952  1.712  0.092
H  -1.175  -1.156  3.082  0.068
H  1.377  -2.720  2.729  0.107
H  1.373  -0.836  2.722  0.083
H  2.083  -1.869  1.304  0.064
H  -0.222  -3.832  0.772  0.136
H  1.142  -2.976  -0.053  0.126
H  -1.058  -4.447  -1.581  0.083
H  -3.242  -3.973  -2.686  0.084
H  -4.055  -1.756  -2.818  0.097
H  -2.968  0.151  -1.523  0.113
C  2.501  2.922  -0.127  -0.320
S  1.912  1.719  1.142  0.786
C  3.471  0.932  1.721  -0.362
H  3.142  2.422  -0.864  0.045
H  2.907  3.713  0.596  0.062
H  1.499  3.186  -0.514  0.029
H  4.299  1.654  1.815  0.051
H  3.811  0.164  1.019  0.021
H  3.262  0.372  2.602  0.004

(4)
# C7H28O11

11 unconnected molecules or ions with the total composition C7H28O11 at a distorted geometry (ωB97M-V with the def2-TZVPD basis set, the OMol25 dataset).

Properties
* structure (SMILES): Cc1ccc(O)cc1.O.O.O.O.O.O.O.O.O.O
* 2S+1: 1
* energy: -30235.7586 eV
* frontier orbital gap: 8.0 eV
* ΔE to the lowest compared entry with this formula, charge and spin: 218.1 kJ/mol
* charge: 0

Last column: Löwdin charge in e.
Positions of all 46 atoms, in Å:
C  0.301  1.823  -3.101  -0.035
C  0.880  0.723  -2.224  -0.286
C  0.435  0.620  -0.895  -0.064
C  0.938  -0.403  -0.103  -0.017
C  1.698  -1.474  -0.651  -0.360
O  2.062  -2.480  0.130  0.037
C  2.115  -1.424  -1.982  -0.018
C  1.650  -0.320  -2.756  -0.044
H  -0.314  1.372  -3.887  0.088
H  1.216  2.322  -3.494  0.092
H  -0.277  2.465  -2.472  0.061
H  -0.033  1.511  -0.541  0.084
H  0.627  -0.323  0.929  0.087
H  1.953  -2.409  1.113  0.059
H  2.723  -2.199  -2.452  0.120
H  1.933  -0.399  -3.805  0.114
O  -2.623  -1.021  -1.573  -0.076
H  -2.636  -2.005  -1.682  0.029
H  -1.952  -0.771  -0.930  0.023
O  0.973  0.915  3.165  -0.061
H  1.204  1.709  2.666  0.012
H  1.197  0.994  4.105  0.064
O  -1.508  3.372  1.132  -0.055
H  -0.748  2.826  0.923  -0.005
H  -1.893  3.286  2.014  0.040
O  2.255  2.761  1.196  -0.050
H  2.413  3.689  1.385  0.055
H  2.181  2.527  0.265  0.026
O  -2.332  -2.741  1.189  -0.042
H  -2.760  -1.899  1.395  0.027
H  -1.958  -2.982  2.042  0.036
O  -1.674  -3.486  -1.751  -0.044
H  -0.722  -3.373  -1.672  0.053
H  -1.947  -3.823  -0.883  0.042
O  -4.170  1.101  -0.995  -0.089
H  -3.602  1.700  -0.522  -0.001
H  -3.848  0.185  -1.133  -0.010
O  1.586  -1.903  2.657  -0.039
H  1.618  -0.930  2.659  0.029
H  0.689  -2.255  2.584  0.063
O  3.807  0.934  -0.371  -0.046
H  3.535  0.442  -1.148  0.011
H  4.196  0.374  0.324  0.063
O  -2.858  0.353  2.688  -0.055
H  -3.618  0.850  3.026  0.050
H  -2.713  -0.234  3.438  0.034

(5)
# C4H17N2O2

4 unconnected molecules or ions with the total composition C4H17N2O2 at a distorted geometry (ωB97M-V with the def2-TZVPD basis set, the OMol25 dataset).

Properties
* 2S+1: 1
* energy: -11489.1110 eV
* frontier orbital gap: 6.4 eV
* ΔE to the lowest compared entry with this formula, charge and spin: 461.2 kJ/mol
* charge: +1

Last column: Löwdin charge in e.
Positions of all 25 atoms, in Å:
C  -0.376  -0.701  0.223  -0.244
N  0.019  -0.688  1.645  0.034
C  -1.670  -0.060  -0.191  0.134
N  0.226  2.111  0.171  0.091
C  -1.854  0.614  -2.667  -0.063
C  -2.310  -0.274  -1.504  -0.193
H  0.422  -0.207  -0.387  0.140
H  -0.443  -1.778  0.001  0.178
H  -0.580  -0.091  2.203  0.088
H  -0.055  -1.643  1.965  0.088
H  -2.392  0.109  0.595  0.146
H  -0.050  2.642  -0.659  0.069
H  -0.375  1.270  0.138  -0.031
H  0.015  2.746  0.942  0.081
H  -2.448  0.315  -3.564  0.105
H  -1.963  1.685  -2.564  0.075
H  -0.789  0.524  -2.967  0.097
H  -2.210  -1.332  -1.779  0.154
H  -3.387  -0.223  -1.353  0.128
H  3.126  -2.387  0.943  0.042
H  2.378  -1.111  1.249  -0.006
O  2.257  -2.079  1.207  -0.083
H  1.860  1.442  0.758  -0.004
H  3.411  1.227  0.633  0.058
O  2.570  0.763  0.703  -0.084

(6)
# C3H4O2

2 unconnected molecules or ions with the total composition C3H4O2 at a distorted geometry (ωB97M-V with the def2-TZVPD basis set, the OMol25 dataset).

Properties
* 2S+1: 1
* energy: -7262.3540 eV
* frontier orbital gap (alpha / beta): 8.8 / 8.8 eV
* ΔE to the lowest compared entry with this formula, charge and spin: 803.9 kJ/mol
* charge: 0

Last column: Löwdin charge in e.
Positions of all 9 atoms, in Å:
C  2.558  0.654  -0.145  -0.141
C  1.589  -0.022  0.048  -0.103
C  -0.711  -0.904  0.085  0.043
O  -1.999  0.980  0.227  0.030
O  -1.479  -0.057  -0.588  -0.100
H  3.505  1.117  -0.235  -0.029
H  -0.724  -0.917  1.158  0.085
H  -0.453  -1.769  -0.499  0.090
H  -2.102  1.718  -0.391  0.124